--- w ---
110
Properties=species:S:1:pos:R:3 method="wB97M-V/def2-TZVPD" total_charge=-2 homo_energy_ev=-0.291 lumo_energy_ev=2.704 molar_mass_g_mol=1031.12 gap_ev=2.995
Sn 0.036 -0.048 0.457
C 1.769 3.719 1.266
C 0.382 3.953 0.719
C -0.232 5.195 0.859
C -1.496 5.352 0.290
C -2.102 4.302 -0.359
C -1.442 3.034 -0.462
N -0.185 2.925 0.086
N -1.985 1.936 -1.013
Si -3.260 1.781 -2.085
C -3.370 -0.018 -2.624
C -3.077 2.826 -3.643
C -5.007 2.162 -1.444
H 2.498 4.345 0.745
H 2.068 2.684 1.111
H 1.814 3.959 2.333
H 0.269 6.005 1.375
H -2.011 6.305 0.369
H -3.098 4.411 -0.780
H -2.437 -0.328 -3.112
H -4.201 -0.187 -3.323
H -3.523 -0.666 -1.748
H -2.066 2.721 -4.054
H -3.238 3.890 -3.427
H -3.801 2.521 -4.411
H -5.248 1.561 -0.557
H -5.748 1.927 -2.221
H -5.127 3.220 -1.177
C -6.332 -9.225 -8.192
O -6.531 -9.209 -6.790
C -5.814 -8.301 -6.097
C -4.957 -7.385 -6.687
C -4.264 -6.484 -5.888
C -4.411 -6.484 -4.510
C -5.274 -7.414 -3.938
C -5.972 -8.316 -4.719
C -3.648 -5.503 -3.713
N -2.738 -4.704 -4.196
C -2.296 -3.962 -3.119
C -2.954 -4.329 -1.981
N -3.821 -5.324 -2.372
C -2.712 -3.744 -0.693
C -3.344 -4.100 0.503
C -3.002 -3.450 1.665
C -2.033 -2.442 1.617
N -1.430 -2.106 0.489
C -1.746 -2.734 -0.654
C -1.040 -2.311 -1.865
N -0.155 -1.310 -1.727
C 0.521 -0.896 -2.785
C 0.337 -1.472 -4.053
C -0.577 -2.482 -4.211
C -1.299 -2.923 -3.092
H -6.950 -10.029 -8.578
H -5.287 -9.420 -8.444
H -6.641 -8.283 -8.650
H -4.820 -7.355 -7.760
H -3.592 -5.761 -6.333
H -5.408 -7.457 -2.863
H -6.644 -9.044 -4.278
H -4.491 -5.791 -1.791
H -4.097 -4.881 0.512
H -3.464 -3.703 2.610
H -1.716 -1.897 2.504
H 1.237 -0.079 -2.621
H 0.916 -1.097 -4.887
H -0.761 -2.944 -5.174
C 3.590 -3.681 2.938
C 3.527 -3.423 1.426
C 4.871 -2.857 0.944
C 3.239 -4.741 0.695
C 2.458 -2.453 1.136
C 1.590 -1.634 0.903
H 4.392 -4.393 3.169
H 2.641 -4.088 3.296
H 3.779 -2.750 3.476
H 5.679 -3.568 1.153
H 5.091 -1.913 1.446
H 4.841 -2.662 -0.130
H 4.029 -5.473 0.902
H 3.188 -4.574 -0.383
H 2.281 -5.156 1.021
Br -3.818 3.905 6.546
C -3.294 3.055 4.913
C -3.879 3.473 3.728
C -3.487 2.857 2.548
C -2.530 1.849 2.562
C -1.960 1.437 3.759
C -2.349 2.050 4.950
C -0.933 0.308 3.836
O -0.656 -0.114 4.965
O -0.458 -0.148 2.730
H -4.612 4.269 3.727
H -3.907 3.183 1.605
H -2.214 1.406 1.625
H -1.903 1.714 5.876
Cl 3.062 3.163 -3.777
C 4.289 1.929 -3.486
C 5.401 1.924 -4.299
C 6.417 0.976 -4.148
C 6.244 0.029 -3.122
C 5.138 0.029 -2.307
C 4.053 0.988 -2.418
C 2.941 0.952 -1.600
H 5.473 2.685 -5.073
H 7.292 0.981 -4.789
H 7.009 -0.729 -2.960
H 5.050 -0.717 -1.520
H 2.900 0.189 -0.823
H 2.151 1.697 -1.643

=====

--- x ---
110
Properties=species:S:1:pos:R:3 method="wB97M-V/def2-TZVPD" total_charge=-2 homo_energy_ev=0.202 lumo_energy_ev=2.856 molar_mass_g_mol=1031.12 gap_ev=2.654
Sn 2.450 -0.167 -0.098
C 5.876 -1.683 -0.544
C 5.869 -0.192 -0.394
C 7.031 0.557 -0.415
C 6.933 1.940 -0.240
C 5.717 2.540 -0.045
C 4.547 1.735 -0.009
N 4.686 0.395 -0.205
N 3.294 2.126 0.182
Si 2.724 3.422 1.121
C 0.935 3.076 1.579
C 2.735 5.093 0.234
C 3.744 3.613 2.694
H 6.620 -1.993 -1.278
H 4.897 -2.057 -0.835
H 6.121 -2.149 0.413
H 7.985 0.072 -0.574
H 7.831 2.548 -0.269
H 5.623 3.611 0.072
H 0.258 3.357 0.768
H 0.635 3.630 2.471
H 0.798 2.012 1.782
H 2.305 4.996 -0.765
H 3.748 5.484 0.119
H 2.148 5.832 0.788
H 3.814 2.634 3.172
H 3.309 4.319 3.405
H 4.760 3.940 2.466
C -11.986 -1.301 0.363
O -11.300 -0.086 0.157
C -9.941 -0.154 -0.001
C -9.214 -1.340 -0.045
C -7.839 -1.296 -0.221
C -7.166 -0.087 -0.357
C -7.910 1.092 -0.301
C -9.279 1.064 -0.126
C -5.719 -0.104 -0.589
N -4.994 -1.192 -0.689
C -3.716 -0.756 -0.949
C -3.678 0.617 -1.012
N -4.971 1.027 -0.785
C -2.499 1.366 -1.323
C -2.425 2.759 -1.448
C -1.223 3.338 -1.775
C -0.103 2.509 -1.943
N -0.157 1.203 -1.827
C -1.326 0.619 -1.547
C -1.350 -0.848 -1.498
N -0.200 -1.479 -1.767
C -0.184 -2.793 -1.743
C -1.308 -3.570 -1.423
C -2.492 -2.934 -1.139
C -2.533 -1.536 -1.188
H -13.028 -1.038 0.530
H -11.602 -1.833 1.238
H -11.915 -1.954 -0.512
H -9.702 -2.299 0.045
H -7.261 -2.208 -0.263
H -7.424 2.056 -0.392
H -9.859 1.977 -0.091
H -5.293 1.975 -0.728
H -3.306 3.371 -1.286
H -1.131 4.409 -1.896
H 0.873 2.920 -2.177
H 0.770 -3.259 -1.961
H -1.222 -4.647 -1.376
H -3.387 -3.480 -0.868
C 0.789 -0.154 5.194
C 2.267 -0.306 4.814
C 3.082 0.808 5.483
C 2.778 -1.674 5.285
C 2.406 -0.223 3.350
C 2.557 -0.217 2.145
H 0.675 -0.148 6.282
H 0.201 -0.977 4.784
H 0.386 0.776 4.793
H 3.020 0.721 6.572
H 2.706 1.787 5.188
H 4.130 0.746 5.186
H 2.636 -1.784 6.365
H 3.838 -1.783 5.056
H 2.242 -2.474 4.774
Br -1.999 -1.098 2.303
C -0.832 -2.605 2.289
C -1.172 -3.722 3.033
C -0.319 -4.818 3.002
C 0.836 -4.788 2.235
C 1.171 -3.655 1.502
C 0.325 -2.554 1.536
C 2.455 -3.656 0.659
O 3.049 -4.732 0.564
O 2.768 -2.554 0.132
H -2.080 -3.733 3.619
H -0.567 -5.700 3.582
H 1.508 -5.634 2.181
H 0.572 -1.667 0.971
Cl 4.891 2.257 -5.319
C 3.744 1.127 -6.038
C 3.785 0.960 -7.400
C 2.898 0.107 -8.056
C 1.955 -0.562 -7.257
C 1.912 -0.404 -5.899
C 2.828 0.443 -5.160
C 2.786 0.556 -3.795
H 4.529 1.512 -7.966
H 2.941 -0.030 -9.129
H 1.235 -1.226 -7.729
H 1.168 -0.937 -5.316
H 2.025 0.026 -3.236
H 3.480 1.185 -3.256

=====

Structures ranked by computed energy, the most stable listed first: x, w.

=====

--- w ---
10
Properties=species:S:1:pos:R:3 method="wB97M-V/def2-TZVPD" homo_energy_ev=-10.951 lumo_energy_ev=-0.504 smiles="C[C@](F)(Cl)C=O" molar_mass_g_mol=110.52 gap_ev=10.447
C -0.614 -0.997 -0.133
C 0.480 -0.020 0.168
F 1.709 -0.452 -0.380
Cl 0.773 -0.106 1.958
C 0.147 1.387 -0.225
O -0.920 1.774 -0.842
H -0.244 -1.920 0.221
H -1.495 -0.755 0.586
H -0.822 -0.995 -1.254
H 0.986 2.083 -0.098

=====

--- x ---
10
Properties=species:S:1:pos:R:3 method="wB97M-V/def2-TZVPD" homo_energy_ev=-9.953 lumo_energy_ev=0.795 smiles=O[C@@H]1[C@H](F)[C@@H]1Cl molar_mass_g_mol=110.52 gap_ev=10.747
O 0.490 1.295 -1.022
C 0.431 0.676 0.190
C 0.427 -0.846 0.193
F 0.412 -1.312 -1.101
C -0.816 -0.060 0.566
Cl -2.134 -0.041 -0.563
H 0.404 0.586 -1.703
H 0.984 1.184 0.949
H 0.959 -1.474 0.909
H -1.158 -0.008 1.584

=====

Structures ranked by computed energy, the most stable listed first: w, x.

=====

--- w ---
20
Properties=species:S:1:pos:R:3 method="wB97M-V/def2-TZVPD" total_charge=-1 homo_energy_ev=-3.307 lumo_energy_ev=3.264 molar_mass_g_mol=133.19 gap_ev=6.570
C 1.091 1.237 -3.077
C 1.671 0.398 -1.922
S 0.399 0.029 -0.643
H 1.894 1.558 -3.739
H 0.617 2.159 -2.732
H 0.291 0.642 -3.513
H 2.471 0.950 -1.440
H 1.904 -0.579 -2.339
H -1.728 1.077 -1.468
H -3.023 1.990 -1.190
O -2.321 1.771 -1.821
H -0.378 -3.595 5.418
H -1.053 -3.636 4.012
O -1.135 -3.942 4.933
H -1.601 2.102 1.305
H -0.356 1.444 1.645
O -0.885 2.221 1.934
H 1.461 -1.763 1.305
H -0.059 -1.767 1.622
O 0.740 -2.295 1.708

=====

--- x ---
20
Properties=species:S:1:pos:R:3 method="wB97M-V/def2-TZVPD" total_charge=-1 homo_energy_ev=-4.034 lumo_energy_ev=3.607 molar_mass_g_mol=133.19 gap_ev=7.641
C 1.011 1.418 -2.115
C -0.007 0.509 -1.588
S 0.294 -0.503 -0.025
H 1.478 0.990 -3.050
H 0.668 2.387 -2.548
H 1.832 1.686 -1.408
H -1.020 0.925 -1.354
H -0.165 -0.259 -2.351
H -0.226 -1.950 1.236
H 0.128 -1.304 2.735
O -0.466 -2.083 2.239
H -0.704 -1.892 -1.185
H -1.268 -3.265 -0.655
O -0.890 -2.857 -1.425
H 2.072 0.741 1.857
H 1.216 1.732 2.362
O 2.209 1.479 2.495
H -1.422 0.617 1.170
H -2.514 0.508 2.138
O -2.227 1.121 1.471

=====

Structures ranked by computed energy, the most stable listed first: w, x.

=====

--- w ---
14
Properties=species:S:1:pos:R:3 method="wB97M-V/def2-TZVPD" homo_energy_ev=-7.976 lumo_energy_ev=-0.857 molar_mass_g_mol=126.18 gap_ev=7.119
C -1.150 -1.455 -0.815
C -1.928 0.752 0.147
C -0.291 -0.477 -0.771
C -0.594 0.740 -0.134
C 2.213 -1.090 0.491
N 2.119 -0.609 -0.665
N 0.223 1.766 0.107
S -2.705 -0.785 -0.286
H -0.924 -2.392 -1.093
H -2.562 1.467 0.762
H 3.221 -1.034 1.057
H 1.356 -1.402 1.181
H -0.115 2.682 0.334
H 1.137 1.838 -0.316

=====

--- x ---
14
Properties=species:S:1:pos:R:3 method="wB97M-V/def2-TZVPD" homo_energy_ev=-8.295 lumo_energy_ev=-1.022 smiles="NC1=CC(=S)C=C1N" molar_mass_g_mol=126.18 gap_ev=7.273
N -1.419 -1.495 -0.103
C -0.281 -0.695 -0.019
C 0.930 -1.151 0.020
C 1.849 -0.007 -0.016
S 3.582 0.005 0.065
C 1.081 1.179 -0.118
C -0.213 0.810 0.030
N -1.391 1.598 0.207
H -1.113 -2.583 -0.068
H -2.132 -1.328 0.638
H 1.292 -2.187 0.107
H 1.577 2.226 -0.317
H -1.417 2.548 -0.383
H -2.345 1.080 -0.042

=====

--- y ---
14
Properties=species:S:1:pos:R:3 method="wB97M-V/def2-TZVPD" homo_energy_ev=-8.284 lumo_energy_ev=0.625 molar_mass_g_mol=126.18 gap_ev=8.909
H 3.123 -0.635 -0.373
N 2.561 -1.457 -0.049
C 1.356 -1.117 0.118
N 0.684 0.071 -0.046
C 1.226 1.341 0.013
C 0.184 2.222 -0.002
C -1.057 1.474 -0.024
C -0.728 0.162 0.035
S -1.871 -1.158 -0.019
H 0.685 -1.922 0.438
H 2.308 1.447 0.015
H 0.227 3.304 0.106
H -2.062 1.895 0.118
H -2.953 -0.359 -0.179

=====

--- z ---
14
Properties=species:S:1:pos:R:3 method="wB97M-V/def2-TZVPD" homo_energy_ev="-8.333 / -8.765" lumo_energy_ev="-0.567 / -0.827" molar_mass_g_mol=126.18 gap_ev="7.765 / 7.938"
C 1.051 1.973 -0.351
C 0.191 0.928 -0.597
C 1.947 0.108 0.411
C 0.171 -1.401 -0.171
C -2.475 -0.817 0.382
N 2.208 1.397 0.319
N 0.744 -0.217 -0.133
S 0.771 -2.848 -0.116
H 0.963 2.931 -0.667
H -0.814 0.956 -0.874
H 2.513 -0.693 0.850
H -2.533 -0.813 -0.762
H -1.903 0.123 0.660
H -2.834 -1.628 1.048

=====

Structures ranked by computed energy, the most stable listed first: y, x, z, w.

=====

--- w ---
22
Properties=species:S:1:pos:R:3 method="wB97M-V/def2-TZVPD" homo_energy_ev=-8.967 lumo_energy_ev=0.829 smiles=C[C@H](CS)NCN.O molar_mass_g_mol=138.24 gap_ev=9.796
C -0.007 2.305 0.409
C 0.516 0.859 0.503
C 2.061 0.864 0.400
S 2.793 1.967 1.692
N -0.063 -0.062 -0.460
C -1.420 -0.509 -0.078
N -1.333 -1.809 0.558
H -0.383 2.694 1.358
H 0.598 2.951 -0.209
H -1.010 2.275 -0.060
H 0.354 0.404 1.495
H 2.462 -0.147 0.401
H 2.364 1.313 -0.559
H 3.703 1.092 2.154
H -0.019 0.466 -1.325
H -2.060 0.146 0.514
H -1.960 -0.661 -1.021
H -1.340 -1.734 1.561
H -0.576 -2.381 0.246
O -1.678 -3.474 -2.186
H -1.869 -3.864 -3.050
H -1.133 -2.696 -2.342

=====

--- x ---
22
Properties=species:S:1:pos:R:3 method="wB97M-V/def2-TZVPD" homo_energy_ev=-9.031 lumo_energy_ev=0.739 smiles=C[C@H](CS)NCN.O molar_mass_g_mol=138.24 gap_ev=9.770
C -2.148 -0.576 -0.882
C -1.063 0.248 -0.186
C -1.144 1.723 -0.587
S -2.060 2.756 0.597
N 0.281 -0.240 -0.528
C 0.704 -1.430 0.207
N 2.070 -1.791 -0.036
H -1.979 -1.639 -0.724
H -3.135 -0.309 -0.484
H -2.187 -0.382 -1.954
H -1.152 0.119 0.891
H -0.119 2.065 -0.647
H -1.578 1.836 -1.575
H -2.843 1.775 1.062
H 0.377 -0.388 -1.529
H 0.629 -1.126 1.257
H 0.060 -2.315 0.096
H 2.205 -2.063 -1.006
H 2.662 -0.974 0.075
O 3.689 0.849 2.310
H 2.762 0.623 2.175
H 3.967 1.238 1.467

=====

Structures ranked by computed energy, the most stable listed first: x, w.

=====

--- w ---
22
Properties=species:S:1:pos:R:3 method="wB97M-V/def2-TZVPD" homo_energy_ev=-8.608 lumo_energy_ev=0.584 smiles=CNC[C@@H](N)CS.O molar_mass_g_mol=138.24 gap_ev=9.192
C 1.509 -1.001 -2.148
N 0.603 -1.801 -1.241
C -0.779 -1.394 -1.532
C -1.261 -0.067 -0.701
N -1.816 0.910 -1.693
C -2.149 -0.320 0.462
S -1.536 0.597 1.899
H 1.858 0.051 -1.713
H 0.995 -0.814 -2.994
H 2.445 -1.579 -2.208
H 0.924 -1.561 -0.309
H -0.736 -1.213 -2.605
H -1.311 -2.211 -1.316
H -0.272 0.313 -0.343
H -2.849 1.055 -1.719
H -1.457 0.641 -2.610
H -3.188 -0.180 0.403
H -2.197 -1.429 0.707
H -2.511 0.262 2.860
O 5.836 1.926 2.566
H 5.727 2.713 3.078
H 5.030 1.926 1.917

=====

--- x ---
22
Properties=species:S:1:pos:R:3 method="wB97M-V/def2-TZVPD" homo_energy_ev=-8.822 lumo_energy_ev=0.823 smiles=C[C@H](CS)NCN.O molar_mass_g_mol=138.24 gap_ev=9.646
C 1.513 1.796 1.256
C 1.004 0.491 0.664
C 2.058 -0.358 -0.024
S 3.199 -1.026 1.248
N -0.011 0.758 -0.418
C -1.381 0.827 -0.012
N -2.131 -0.407 -0.094
H 1.210 1.878 2.291
H 2.604 1.751 1.451
H 1.359 2.635 0.587
H 0.507 -0.154 1.392
H 1.632 -1.200 -0.562
H 2.686 0.122 -0.780
H 3.358 -2.293 0.878
H 0.327 1.572 -0.895
H -1.698 1.469 0.827
H -1.905 1.496 -0.739
H -2.336 -0.628 -1.050
H -1.622 -1.155 0.343
O -3.074 -2.368 -2.112
H -3.826 -2.213 -1.523
H -3.474 -2.992 -2.729

=====

Structures ranked by computed energy, the most stable listed first: x, w.